Molecular formula: C13H40N8O7
Method: DFT, ωB97M-V/def2-TZVPD

Geometry (Å):
C  4.300648  -6.181885  -0.701859
C  3.881858  -4.850535  -0.136359
C  2.808198  -4.115025  -1.057849
O  2.207828  -3.061935  -0.316069
C  1.216458  -2.279565  -0.997049
N  3.270118  -5.162855  1.148541
H  3.553578  -6.971545  -0.621669
H  5.115728  -6.638955  -0.140769
H  4.327788  -6.190775  -1.791489
H  4.724048  -4.159305  -0.104509
H  2.053868  -4.864055  -1.298749
H  3.261468  -3.620435  -1.916939
H  1.231108  -1.224765  -0.722659
H  0.195538  -2.633465  -0.853589
H  1.415308  -2.227455  -2.067489
H  3.995468  -5.525445  1.750621
H  3.055638  -4.251565  1.527551
C  -0.943892  -3.096435  1.580761
C  -2.104212  -2.798695  2.523271
C  -3.456262  -2.220245  1.973161
O  -3.123692  -1.059515  1.251801
C  -4.124562  -0.101605  0.942911
N  -2.237552  -4.076215  3.256051
H  -0.136422  -3.685765  2.015251
H  -0.515202  -2.133065  1.304641
H  -1.383242  -3.577275  0.706761
H  -1.602642  -2.257935  3.325841
H  -4.064772  -2.079785  2.866511
H  -3.901152  -2.906295  1.252391
H  -4.382162  0.327875  1.911051
H  -4.778052  -0.566545  0.204751
H  -3.819052  0.733485  0.312521
H  -2.606472  -3.906105  4.180751
H  -1.283152  -4.314545  3.485051
C  1.488468  3.411765  -3.439039
C  1.367308  1.937645  -3.779949
O  1.108318  1.748765  -5.163949
O  0.189548  4.022705  -3.185579
H  1.873408  4.060935  -4.225479
H  2.212598  3.516015  -2.631039
H  0.527538  1.398605  -3.341399
H  2.260238  1.366785  -3.525179
H  1.731948  2.252225  -5.692359
H  0.395978  4.913595  -3.477639
C  -0.113662  1.321515  -0.332979
O  1.048768  1.273175  -0.694729
N  -0.690592  0.503595  0.532271
N  -0.956722  2.190405  -0.701739
H  -0.042522  -0.210455  0.832671
H  -1.413282  0.752845  1.192341
H  -0.603932  2.881665  -1.348119
H  -1.728962  2.419655  -0.092489
C  1.139918  4.610055  1.349791
O  -0.030562  4.363545  1.821491
N  1.645068  4.296245  0.207681
N  2.046778  5.201135  2.076261
H  0.997348  3.619395  -0.169699
H  2.654848  4.287615  0.227471
H  1.663428  5.371605  2.995001
H  2.971948  5.494745  1.797061
C  -3.552702  3.889145  0.835011
O  -3.739632  2.947485  1.552301
N  -4.114162  4.037585  -0.255189
N  -2.807612  4.924075  1.009171
H  -4.169622  5.016515  -0.497539
H  -4.635752  3.385205  -0.823019
H  -2.147082  4.743695  1.751641
H  -2.728832  5.728725  0.403821

Force components x, y, z for each atom (eV/Å):
C -0.655 -0.891 -0.903
C -1.373 0.141 -1.191
C 0.222 -0.245 1.344
O -0.364 0.615 0.487
C 0.378 -0.113 -0.520
N 0.084 1.126 0.088
H -0.779 0.378 0.715
H 0.614 0.375 -0.587
H 1.292 0.314 -0.132
H 0.313 0.008 0.326
H -0.128 -0.048 -0.460
H 0.230 -0.637 -0.410
H 0.416 -0.124 0.619
H 0.105 -0.373 0.071
H 0.090 -0.359 -0.265
H 0.114 -0.271 0.188
H -0.485 0.132 0.516
C -0.982 1.320 -1.115
C 1.372 -1.095 1.322
C 1.931 -0.326 -0.021
O 1.373 0.824 -0.218
C 0.380 -0.699 -0.077
N -0.994 -0.811 0.161
H -0.287 -0.106 0.074
H 0.047 -0.218 -0.418
H 0.521 -0.189 -0.251
H -0.736 1.863 -0.354
H -0.520 0.341 -0.164
H -0.266 -0.507 0.360
H -1.352 0.028 -0.412
H -1.345 -0.226 0.908
H 1.301 -0.032 0.398
H -0.650 0.063 0.139
H 0.090 -0.469 -0.169
C -0.534 -0.063 0.373
C -0.070 -0.208 -1.159
O -0.266 -0.044 -0.688
O 1.055 -0.340 0.265
H 0.587 -0.788 -0.619
H -0.388 0.137 0.611
H 0.069 0.595 0.655
H 0.239 0.275 0.348
H 0.119 -0.005 0.045
H -0.844 0.323 0.284
C 1.544 -1.575 1.757
O 1.306 -0.471 -0.825
N 0.926 -3.204 2.085
N -2.991 5.145 -2.746
H -0.355 0.033 0.427
H -0.040 -0.013 -0.404
H -0.466 0.344 -0.031
H -0.016 0.046 -0.378
C -3.707 -0.215 3.057
O 2.775 0.541 -1.693
N -0.856 -1.220 -3.261
N 0.833 1.959 3.912
H 1.118 -0.628 -1.291
H -0.441 -0.858 -0.954
H 0.831 0.466 0.154
H -0.457 -0.082 0.169
C 0.334 -1.568 3.017
O 0.832 -2.438 2.223
N -5.429 1.279 -9.341
N 3.978 2.993 3.976
H -0.373 -0.597 -1.067
H -0.082 0.007 0.787
H 0.483 1.022 0.006
H 0.331 -0.637 0.258

SMILES: COC[C@H](C)N.COC[C@H](C)N.NC(N)=O.NC(N)=O.NC(N)=O.OCCO
ΔE to the lowest compared entry with this formula, charge and spin in eV: 7.6671
DFT total energy in Eh: -1483.9312
Gap between HOMO and LUMO in eV: 9.31

Molecular formula: C9H20NO3
Method: DFT, ωB97M-V/def2-TZVPD

Geometry (Å):
C  -4.587508  -2.326124  1.467267
C  -3.134957  -2.101032  0.980694
C  -2.870632  -0.730594  0.337669
C  -1.817408  -0.709944  -0.754814
C  -0.419297  -0.625423  -0.166625
C  0.597725  -0.284176  -1.232960
O  1.869660  0.067375  -0.653442
C  2.990367  -0.350538  -1.385422
C  4.187287  -0.445476  -0.454312
H  -5.226739  -1.495939  1.167906
H  -5.005765  -3.248401  1.066267
H  -4.637914  -2.382228  2.555745
H  -2.874142  -2.864894  0.249735
H  -2.477210  -2.247183  1.840717
H  -2.609231  -0.026132  1.160834
H  -3.811874  -0.381256  -0.097164
H  -1.971218  0.212428  -1.336266
H  -0.343336  0.158821  0.622441
H  -0.108677  -1.579199  0.273312
H  0.725715  -1.130205  -1.910931
H  0.229898  0.556683  -1.830174
H  2.809451  -1.335588  -1.824219
H  3.204329  0.356822  -2.197595
H  5.084978  -0.638998  -1.040160
H  4.031508  -1.253921  0.256417
H  4.317373  0.475380  0.111198
C  2.153833  3.009948  0.388900
N  1.100040  4.059229  0.421591
O  0.706965  4.442807  1.503304
O  0.713205  4.483290  -0.645680
H  2.405386  2.752032  1.410076
H  1.766520  2.143676  -0.146419
H  3.001664  3.438762  -0.137889

Force components x, y, z for each atom (eV/Å):
C 0.347 0.173 0.115
C -0.275 -0.119 0.206
C 0.186 -0.165 -0.288
C 0.122 0.031 -0.019
C -0.152 0.070 -0.338
C -0.226 0.006 -0.039
O 0.103 -0.276 0.134
C 0.060 0.157 0.228
C -0.222 0.002 -0.133
H -0.101 0.006 -0.105
H -0.104 -0.049 -0.011
H -0.093 -0.051 0.069
H 0.051 -0.001 -0.135
H 0.203 -0.026 -0.050
H -0.166 0.114 0.131
H -0.080 0.041 0.011
H -0.024 0.055 -0.018
H 0.122 -0.026 0.195
H 0.024 0.026 0.280
H 0.021 -0.077 -0.021
H 0.046 0.103 -0.049
H -0.055 -0.031 -0.154
H -0.002 -0.016 -0.158
H 0.140 -0.030 0.065
H 0.057 -0.060 0.072
H 0.044 0.116 -0.020
C -0.064 -0.041 0.051
N 0.158 -0.022 0.026
O -0.057 0.032 0.133
O -0.049 0.056 -0.150
H -0.032 0.008 0.025
H 0.024 0.008 0.009
H -0.008 -0.016 -0.062

DFT total energy in Eh: -635.2188
Gap between HOMO and LUMO in eV: 4.02
Net charge: -1

Molecular formula: C16H13N5O4PdS
Method: DFT, ωB97M-V/def2-TZVPD

Geometry (Å):
Pd  0.188390  1.140073  2.137567
N  -0.210380  -6.480799  -1.744545
C  -0.399436  -5.158000  -1.380955
C  -0.910146  -4.837337  -0.119137
C  -1.147192  -3.521963  0.224258
C  -0.874308  -2.509763  -0.687470
C  -0.369938  -2.812089  -1.944461
C  -0.136644  -4.128671  -2.289515
S  -1.166972  -0.844533  -0.229088
O  -2.238688  -0.815646  0.727486
O  -1.275934  -0.055967  -1.432481
N  0.144528  -0.361217  0.617046
C  1.296635  0.021895  0.008255
N  1.782741  -0.467648  -1.129919
C  2.959474  0.014470  -1.508291
C  3.673446  0.970040  -0.795806
C  3.083138  1.445424  0.359711
N  1.904044  0.982774  0.747814
H  -0.113441  -7.141003  -0.991689
H  0.424128  -6.647949  -2.507031
H  -1.131846  -5.629983  0.585246
H  -1.557867  -3.271382  1.193221
H  -0.163679  -2.010698  -2.639360
H  0.246714  -4.370399  -3.273614
H  3.354750  -0.382282  -2.437530
H  4.631728  1.333088  -1.132947
H  3.538398  2.209593  0.977613
O  -0.146696  4.537320  4.358951
C  -0.162290  3.623631  3.561331
O  0.297702  2.430314  3.747574
C  -0.791684  3.875910  2.190943
C  -1.370460  5.090973  1.875396
C  -1.940928  5.247219  0.622718
C  -1.917840  4.189052  -0.274297
C  -1.319840  3.000969  0.105707
N  -0.772196  2.868224  1.314113
H  -1.359221  5.871765  2.621972
H  -2.405216  6.185147  0.347384
H  -2.359750  4.271882  -1.256839
H  -1.283232  2.137567  -0.549313

Force components x, y, z for each atom (eV/Å):
Pd 0.000 -0.014 -0.014
N -0.002 -0.001 0.002
C 0.007 0.003 -0.007
C -0.003 0.001 0.001
C -0.001 -0.002 0.001
C -0.001 -0.002 0.006
C 0.000 0.004 0.000
C -0.003 -0.003 0.002
S 0.006 0.003 -0.024
O 0.001 0.002 0.010
O 0.001 -0.018 0.019
N 0.010 0.020 -0.012
C -0.018 -0.008 0.003
N 0.001 -0.006 0.023
C -0.021 0.011 -0.038
C 0.021 0.009 0.010
C -0.036 0.021 -0.011
N 0.043 -0.033 0.019
H 0.000 -0.001 -0.001
H 0.001 0.001 -0.001
H -0.001 0.001 0.000
H 0.000 -0.001 0.000
H -0.001 0.000 0.000
H 0.000 -0.001 -0.001
H 0.007 -0.008 0.006
H 0.000 -0.001 0.000
H 0.003 -0.005 0.005
O 0.002 -0.013 0.001
C -0.004 0.017 0.006
O -0.006 -0.018 -0.007
C 0.004 0.000 0.005
C -0.007 0.002 -0.016
C 0.002 -0.002 0.006
C -0.002 0.001 -0.008
C -0.006 -0.006 -0.010
N -0.001 0.043 0.014
H 0.001 -0.002 0.002
H 0.001 0.001 -0.002
H 0.000 -0.002 -0.001
H 0.004 0.002 0.008

2S+1: 3
ΔE to the lowest compared entry with this formula, charge and spin in eV: 0.0000
DFT total energy in Eh: -1718.3256
Gap between HOMO and LUMO (alpha / beta) in eV: 8.34 / 6.69